(1)
Entry from the Open Molecules 2025 dataset: a 3-piece molecular cluster, C3H11NO2 overall (ωB97M-V with the def2-TZVPD basis set).

Structure (ORCA input):
```
! wB97M-V def2-TZVPD RIJCOSX def2/J DEFGRID3
* xyz 0 1
C 0.578 -2.997 1.760
C 0.690 -2.170 0.723
N 0.763 -0.780 0.819
C 1.524 -0.078 -0.191
H 0.500 -2.669 2.796
H 0.506 -4.059 1.618
H 0.741 -2.570 -0.286
H 0.958 -0.465 1.753
H 1.185 -0.392 -1.173
H 1.322 0.991 -0.116
H 2.615 -0.142 -0.089
O -2.226 0.276 0.839
H -1.562 -0.198 0.326
H -2.188 -0.154 1.705
O -0.712 4.480 -3.273
H -0.928 3.785 -2.641
H -1.574 4.845 -3.500
*
```

- SMILES = C=CNC.O.O
- ΔE to the lowest compared entry with this formula, charge and spin (kJ/mol) = 88.1
- DFT total energy (eV) = -8873.5765
- F_max (eV Å⁻¹) = 0.80
- Kohn-Sham gap (eV) = 9.172
- E_HOMO (eV) = -8.5
- E_LUMO (eV) = 0.70

***

(2)
Entry from the Open Molecules 2025 dataset: a 3-piece molecular cluster, C3H11NO2 overall in a non-equilibrium geometry (ωB97M-V with the def2-TZVPD basis set).

Structure (ORCA input):
```
! wB97M-V def2-TZVPD RIJCOSX def2/J DEFGRID3
* xyz 0 1
C 0.998 0.235 1.732
N -0.057 0.191 1.093
C -0.323 -0.764 0.037
C 0.803 -1.388 -0.567
H 2.026 -0.390 1.679
H 1.197 0.878 2.584
H -1.066 -1.550 0.545
H -1.182 -0.412 -0.783
H 0.304 -2.229 -1.181
H 1.529 -0.796 -1.237
H 1.536 -1.892 0.077
O -0.015 1.099 -2.870
H 0.044 0.923 -1.947
H 0.710 0.615 -3.171
O -2.420 1.735 1.600
H -2.613 2.416 0.904
H -1.473 1.328 1.504
*
```

- SMILES = C=NCC.O.O
- ΔE to the lowest compared entry with this formula, charge and spin (kJ/mol) = 221.1
- DFT total energy (eV) = -8872.1984
- F_max (eV Å⁻¹) = 5.48
- Kohn-Sham gap (eV) = 10.694
- E_HOMO (eV) = -10.1
- E_LUMO (eV) = 0.63

***

(3)
Entry from the Open Molecules 2025 dataset: a 2-piece molecular cluster, C3H11NO2 overall in a non-equilibrium geometry (ωB97M-V with the def2-TZVPD basis set).

Structure (ORCA input):
```
! wB97M-V def2-TZVPD RIJCOSX def2/J DEFGRID3
* xyz 0 1
C -1.282 -1.330 0.365
C -1.243 0.135 -0.041
N 0.118 0.454 -0.511
C 0.677 1.741 -0.176
O 0.277 2.814 -1.033
H -2.235 -1.669 0.798
H -0.524 -1.566 1.110
H -1.284 -1.947 -0.535
H -1.989 0.301 -0.817
H -1.398 0.783 0.823
H 0.235 0.275 -1.498
H 1.754 1.662 -0.194
H 0.278 2.018 0.779
H 0.725 2.772 -1.882
O 2.093 -2.082 1.318
H 2.029 -2.918 0.843
H 1.769 -1.444 0.651
*
```

- SMILES = CCNCO.O
- ΔE to the lowest compared entry with this formula, charge and spin (kJ/mol) = 51.4
- DFT total energy (eV) = -8873.9565
- F_max (eV Å⁻¹) = 1.34
- Kohn-Sham gap (eV) = 10.086
- E_HOMO (eV) = -9.3
- E_LUMO (eV) = 0.81

***

(4)
Entry from the Open Molecules 2025 dataset: a 2-piece molecular cluster, C3H11NO2 overall in a non-equilibrium geometry (ωB97M-V with the def2-TZVPD basis set).

Structure (ORCA input):
```
! wB97M-V def2-TZVPD RIJCOSX def2/J DEFGRID3
* xyz 0 1
C -1.619 -0.929 -0.426
C -0.145 -0.494 -0.201
N 0.540 -0.935 1.020
C 1.958 -1.078 1.127
O 2.631 0.144 0.752
H -1.756 -0.841 -1.510
H -1.934 -1.931 -0.181
H -2.285 -0.245 0.104
H -0.192 0.597 -0.335
H 0.515 -0.912 -0.999
H -0.079 -0.733 1.787
H 2.211 -1.486 2.109
H 2.319 -1.705 0.310
H 3.107 0.049 -0.076
O -2.777 2.727 -1.685
H -2.347 3.281 -2.343
H -3.731 2.734 -1.796
*
```

- SMILES = CCNCO.O
- ΔE to the lowest compared entry with this formula, charge and spin (kJ/mol) = 103.7
- DFT total energy (eV) = -8873.4151
- F_max (eV Å⁻¹) = 2.36
- Kohn-Sham gap (eV) = 9.343
- E_HOMO (eV) = -8.5
- E_LUMO (eV) = 0.86

***

(5)
Entry from the Open Molecules 2025 dataset: a 2-piece molecular cluster, C3H11NO2 overall in a non-equilibrium geometry (ωB97M-V with the def2-TZVPD basis set).

Structure (ORCA input):
```
! wB97M-V def2-TZVPD RIJCOSX def2/J DEFGRID3
* xyz 0 1
C -0.077 -1.761 -0.027
C 0.757 -0.536 0.254
O 0.895 0.138 -1.010
C 0.073 0.342 1.293
N 0.716 1.628 1.486
H 0.428 -2.508 -0.626
H -0.991 -1.444 -0.525
H -0.405 -2.250 0.889
H 1.776 -0.788 0.557
H 1.140 1.061 -0.895
H -0.042 -0.175 2.238
H -0.957 0.486 0.916
H 0.808 2.206 0.664
H 0.317 2.162 2.239
O -1.716 0.341 -2.202
H -1.985 0.707 -3.057
H -0.737 0.390 -2.193
*
```

- SMILES = C[C@@H](O)CN.O
- ΔE to the lowest compared entry with this formula, charge and spin (kJ/mol) = 17.8
- DFT total energy (eV) = -8874.3049
- F_max (eV Å⁻¹) = 1.62
- Kohn-Sham gap (eV) = 10.049
- E_HOMO (eV) = -9.3
- E_LUMO (eV) = 0.79

***

(6)
Entry from the Open Molecules 2025 dataset: a 2-piece molecular cluster, C3H11NO2S overall in a non-equilibrium geometry (ωB97M-V with the def2-TZVPD basis set).

Structure (ORCA input):
```
! wB97M-V def2-TZVPD RIJCOSX def2/J DEFGRID3
* xyz 0 1
N -0.199 -0.069 1.230
C -0.434 -0.817 -0.028
C 0.942 -1.183 -0.523
O 1.611 -2.047 0.410
C -1.171 -0.021 -1.086
S -2.843 0.254 -0.345
H 0.000 0.894 1.123
H 0.474 -0.596 1.650
H -1.077 -1.738 0.043
H 1.478 -0.293 -0.667
H 0.882 -1.852 -1.484
H 1.706 -1.460 1.225
H -1.374 -0.624 -1.993
H -0.687 0.932 -1.248
H -2.784 -0.773 0.492
O 0.970 2.811 0.495
H 1.740 3.182 0.960
H 0.765 3.401 -0.254
*
```

- SMILES = N[C@H](CO)CS.O
- ΔE to the lowest compared entry with this formula, charge and spin (kJ/mol) = 101.5
- DFT total energy (eV) = -19708.4736
- F_max (eV Å⁻¹) = 4.18
- Kohn-Sham gap (eV) = 9.031
- E_HOMO (eV) = -8.7
- E_LUMO (eV) = 0.37

***

Please write out number 2 again, unchanged.
Entry from the Open Molecules 2025 dataset: a 3-piece molecular cluster, C3H11NO2 overall in a non-equilibrium geometry (ωB97M-V with the def2-TZVPD basis set).

Structure (ORCA input):
```
! wB97M-V def2-TZVPD RIJCOSX def2/J DEFGRID3
* xyz 0 1
C 0.998 0.235 1.732
N -0.057 0.191 1.093
C -0.323 -0.764 0.037
C 0.803 -1.388 -0.567
H 2.026 -0.390 1.679
H 1.197 0.878 2.584
H -1.066 -1.550 0.545
H -1.182 -0.412 -0.783
H 0.304 -2.229 -1.181
H 1.529 -0.796 -1.237
H 1.536 -1.892 0.077
O -0.015 1.099 -2.870
H 0.044 0.923 -1.947
H 0.710 0.615 -3.171
O -2.420 1.735 1.600
H -2.613 2.416 0.904
H -1.473 1.328 1.504
*
```

- SMILES = C=NCC.O.O
- ΔE to the lowest compared entry with this formula, charge and spin (kJ/mol) = 221.1
- DFT total energy (eV) = -8872.1984
- F_max (eV Å⁻¹) = 5.48
- Kohn-Sham gap (eV) = 10.694
- E_HOMO (eV) = -10.1
- E_LUMO (eV) = 0.63

***

Among the records above, which one has the highest E_LUMO? number 4

***

Which of these has the highest Kohn-Sham gap? number 2